Computed, not measured: a structure of composition C29H37IrN5O5PS at a distorted geometry, with ωB97M-V/def2-TZVPD.

Cartesian coordinates (Å):
Ir (0.144, 1.532, -0.335)
O (0.721, 3.266, 0.694)
C (0.282, 3.301, 2.083)
C (-1.215, 3.118, 2.132)
N (-1.585, 1.805, 1.588)
C (-1.505, 0.737, 2.573)
C (-0.828, -0.509, 2.027)
O (-0.965, -1.582, 2.568)
O (-0.040, -0.324, 1.000)
C (-2.855, 1.849, 0.866)
C (-2.686, 2.451, -0.524)
O (-3.617, 2.650, -1.247)
O (-1.426, 2.778, -0.795)
H (0.181, 3.918, 0.204)
H (0.593, 4.243, 2.533)
H (0.814, 2.485, 2.572)
H (-1.684, 3.889, 1.519)
H (-1.574, 3.261, 3.157)
H (-2.482, 0.473, 2.984)
H (-0.889, 1.057, 3.419)
H (-3.620, 2.425, 1.398)
H (-3.245, 0.841, 0.751)
C (-5.368, -3.174, -0.345)
C (-4.006, -2.944, 0.325)
C (-3.523, -4.239, 0.995)
C (-4.185, -1.875, 1.404)
C (-2.979, -2.535, -0.728)
C (-2.785, -3.365, -1.850)
C (-1.892, -3.047, -2.843)
C (-1.149, -1.877, -2.705)
S (-0.017, -1.225, -3.835)
C (0.238, 0.090, -2.796)
N (-0.433, 0.073, -1.654)
C (-1.280, -1.056, -1.589)
C (-2.217, -1.390, -0.611)
C (1.131, 1.199, -3.028)
C (1.774, 1.493, -4.227)
C (2.554, 2.631, -4.308)
C (2.690, 3.460, -3.199)
C (2.061, 3.158, -1.999)
C (1.267, 2.015, -1.901)
H (-6.095, -3.494, 0.403)
H (-5.327, -3.946, -1.113)
H (-5.736, -2.256, -0.807)
H (-4.212, -4.523, 1.792)
H (-2.533, -4.101, 1.432)
H (-3.475, -5.065, 0.284)
H (-4.949, -2.205, 2.108)
H (-4.526, -0.929, 0.974)
H (-3.265, -1.718, 1.971)
H (-3.365, -4.272, -1.948)
H (-1.771, -3.682, -3.710)
H (-2.343, -0.751, 0.241)
H (1.650, 0.850, -5.090)
H (3.048, 2.884, -5.236)
H (3.291, 4.356, -3.272)
H (2.197, 3.817, -1.151)
C (4.869, 0.133, 1.927)
N (3.795, -0.836, 2.131)
C (3.903, -1.903, 1.132)
N (3.918, -1.399, -0.237)
C (4.984, -0.407, -0.380)
N (4.883, 0.694, 0.581)
C (3.733, 1.560, 0.343)
P (2.161, 0.584, 0.503)
C (2.488, -0.218, 2.164)
C (2.632, -0.825, -0.599)
H (5.820, -0.372, 2.095)
H (4.765, 0.940, 2.655)
H (3.064, -2.587, 1.257)
H (4.831, -2.444, 1.314)
H (4.970, -0.004, -1.394)
H (5.939, -0.905, -0.214)
H (3.789, 1.994, -0.654)
H (3.743, 2.380, 1.065)
H (1.712, -0.947, 2.382)
H (2.479, 0.550, 2.945)
H (2.690, -0.435, -1.617)
H (1.840, -1.576, -0.555)

Results
**⟨S²⟩**: 0.757
**Kohn-Sham gap (spin up / spin down)**: 7.96 / 6.16 eV
**Net charge**: +1
**2S+1**: 2
**Relative energy (zero: lowest compared OMol25 entry of this formula, charge and spin)**: 24.84 kcal per mole

---

Computed, not measured: a structure of composition C29H37N8O2Si2Sn, with ωB97M-V/def2-TZVPD.

Cartesian coordinates (Å):
Sn (0.489, 0.176, 0.192)
O (-0.344, -1.589, 4.172)
C (-1.427, -0.939, 4.631)
C (-2.072, -1.480, 5.745)
C (-3.189, -0.868, 6.276)
C (-3.687, 0.301, 5.704)
C (-3.051, 0.835, 4.601)
C (-1.921, 0.238, 4.042)
C (-1.291, 0.815, 2.817)
O (-0.282, 0.170, 2.326)
N (-1.800, 1.938, 2.390)
N (-1.232, 2.444, 1.247)
C (-1.117, 3.713, 1.294)
C (-0.433, 4.547, 0.300)
C (-0.354, 5.918, 0.583)
C (0.410, 6.748, -0.210)
C (1.117, 6.185, -1.263)
C (0.966, 4.825, -1.475)
N (0.190, 4.018, -0.763)
H (-0.058, -1.095, 3.363)
H (-1.670, -2.392, 6.168)
H (-3.679, -1.305, 7.137)
H (-4.564, 0.783, 6.115)
H (-3.418, 1.739, 4.134)
H (-1.449, 4.242, 2.191)
H (-0.880, 6.308, 1.445)
H (0.477, 7.807, 0.003)
H (1.777, 6.770, -1.889)
H (1.567, 4.359, -2.254)
C (-3.184, -0.911, 0.998)
Si (-1.780, -1.187, -0.249)
C (-2.698, -1.077, -1.927)
C (-1.451, -3.063, -0.072)
C (-2.501, -3.977, -0.221)
C (-2.307, -5.340, -0.064)
C (-1.042, -5.822, 0.250)
C (0.008, -4.930, 0.405)
C (-0.174, -3.551, 0.250)
Si (1.292, -2.352, 0.416)
C (2.395, -2.841, -1.054)
C (2.253, -2.858, 1.966)
H (-4.084, -1.429, 0.650)
H (-3.429, 0.143, 1.141)
H (-2.921, -1.328, 1.972)
H (-3.564, -1.745, -1.897)
H (-2.079, -1.393, -2.772)
H (-3.079, -0.070, -2.122)
H (-3.500, -3.618, -0.453)
H (-3.140, -6.026, -0.176)
H (-0.878, -6.886, 0.374)
H (0.992, -5.317, 0.652)
H (2.785, -3.853, -0.914)
H (3.245, -2.164, -1.174)
H (1.806, -2.844, -1.976)
H (2.659, -3.870, 1.865)
H (1.613, -2.838, 2.851)
H (3.089, -2.178, 2.136)
N (1.687, 2.100, -4.066)
C (2.500, 0.831, -4.094)
C (2.021, -0.010, -2.931)
N (0.589, -0.237, -2.898)
C (-0.186, 0.977, -3.027)
C (0.215, 1.810, -4.237)
H (2.024, 2.775, -4.748)
H (1.810, 2.511, -3.133)
H (3.550, 1.100, -3.978)
H (2.332, 0.375, -5.071)
H (2.337, 0.486, -2.009)
H (2.547, -0.961, -2.940)
H (0.281, -0.987, -3.502)
H (-0.003, 1.596, -2.137)
H (-1.251, 0.756, -3.035)
H (-0.313, 2.762, -4.280)
H (0.111, 1.278, -5.184)
N (7.421, -0.856, -3.068)
C (6.974, -0.284, -2.159)
N (6.541, 0.384, -1.102)
C (5.269, 0.695, -1.136)
N (4.146, 1.015, -1.143)

Results
**Kohn-Sham gap**: 5.18 eV
**Net charge**: -1
**Relative energy (zero: lowest compared OMol25 entry of this formula, charge and spin)**: 30.15 kcal per mole

---

Computed, not measured: a cluster of 2 separate species, C29H37O in total at a distorted geometry, with ωB97M-V/def2-TZVPD.

Cartesian coordinates (Å):
C (-3.539, 1.600, 5.968)
C (-2.503, 1.420, 4.899)
C (-1.805, 2.517, 4.402)
C (-0.810, 2.387, 3.434)
C (-0.143, 3.686, 3.070)
C (-0.503, 1.118, 2.900)
C (0.623, 0.921, 1.863)
C (2.007, 1.242, 2.462)
C (0.451, 1.710, 0.517)
C (-0.736, 1.329, -0.259)
C (-1.402, 2.035, -1.279)
C (-2.738, 1.613, -1.687)
C (-3.468, 0.521, -0.971)
C (-3.392, 2.242, -2.736)
C (-2.832, 3.329, -3.418)
C (-3.527, 3.945, -4.597)
C (-1.588, 3.799, -2.989)
C (-0.878, 3.209, -1.953)
C (0.389, 3.873, -1.545)
C (-1.203, 0.000, 3.408)
C (-0.913, -1.398, 2.937)
C (-2.190, 0.164, 4.380)
H (-3.978, 0.635, 6.240)
H (-3.105, 2.049, 6.873)
H (-4.346, 2.268, 5.638)
H (-2.031, 3.515, 4.788)
H (0.748, 3.597, 2.447)
H (-0.863, 4.347, 2.560)
H (0.151, 4.218, 3.990)
H (0.634, -0.144, 1.591)
H (2.183, 0.637, 3.364)
H (2.806, 1.014, 1.740)
H (2.084, 2.298, 2.748)
H (0.332, 2.763, 0.780)
H (1.402, 1.638, -0.040)
H (-1.265, 0.460, 0.143)
H (-4.450, 0.371, -1.434)
H (-2.918, -0.425, -1.036)
H (-3.646, 0.736, 0.094)
H (-4.381, 1.872, -3.043)
H (-2.920, 4.768, -4.999)
H (-3.685, 3.207, -5.399)
H (-4.516, 4.339, -4.321)
H (-1.158, 4.672, -3.503)
H (0.663, 4.613, -2.302)
H (0.301, 4.424, -0.597)
H (1.218, 3.167, -1.465)
H (-1.558, -2.102, 3.471)
H (-1.119, -1.519, 1.866)
H (0.125, -1.700, 3.123)
H (-2.726, -0.713, 4.749)
C (7.455, -2.227, -1.299)
O (6.923, -1.023, -0.679)
C (5.737, -0.455, -1.074)
C (5.347, 0.717, -0.375)
C (4.165, 1.371, -0.696)
C (3.290, 0.839, -1.665)
C (3.742, -0.241, -2.443)
C (4.925, -0.919, -2.140)
H (8.352, -2.459, -0.715)
H (6.749, -3.073, -1.231)
H (7.740, -2.048, -2.349)
H (6.021, 1.098, 0.400)
H (3.932, 2.304, -0.193)
H (2.336, 1.324, -1.889)
H (3.161, -0.575, -3.301)
H (5.258, -1.790, -2.740)

Results
**Kohn-Sham gap**: 5.20 eV
**Net charge**: +1
**Relative energy (zero: lowest compared OMol25 entry of this formula, charge and spin)**: 0.00 kcal per mole

---

Computed, not measured: a structure of composition C29H38ClF10FeN5O5SSi at a distorted geometry, with ωB97M-V/def2-TZVPD.

Cartesian coordinates (Å):
C (-1.390, 1.353, 2.742)
C (-0.685, 1.271, 1.611)
C (-0.070, -0.081, 1.195)
N (1.041, -0.248, 2.199)
C (1.137, -1.371, 3.158)
C (0.259, -2.583, 2.796)
C (-1.131, -2.508, 3.430)
Cl (1.124, -3.999, 3.461)
C (1.934, 0.748, 2.064)
N (2.412, 1.466, 3.106)
C (2.012, 1.193, 4.484)
O (2.520, 0.315, 5.136)
O (1.105, 1.933, 4.978)
C (3.346, 2.588, 2.926)
F (3.552, 3.140, 4.092)
F (4.497, 2.118, 2.433)
F (2.851, 3.467, 2.072)
N (2.282, 1.093, 0.798)
C (2.033, 0.017, -0.191)
C (2.737, -1.211, 0.395)
C (4.108, -1.062, 0.854)
C (4.800, -2.135, 1.372)
C (4.119, -3.350, 1.421)
C (2.747, -3.406, 0.989)
N (2.095, -2.369, 0.512)
Si (3.087, 0.405, -1.839)
C (3.659, -1.152, -2.708)
C (4.692, 1.276, -1.335)
C (2.349, 1.548, -3.127)
C (0.462, -0.109, -0.289)
C (-0.138, 1.104, -1.075)
C (-1.662, 1.439, -1.187)
C (-2.799, 0.605, -0.533)
C (-3.703, 1.387, 0.444)
N (-5.072, 1.593, -0.063)
C (-6.061, 1.777, 1.031)
C (-5.148, 2.631, -0.999)
C (-6.371, 2.547, -1.909)
O (-4.364, 3.537, -1.109)
S (-0.058, -1.634, -1.252)
O (1.092, -2.306, -1.793)
O (-0.961, -2.383, -0.425)
C (-0.899, -1.316, -2.892)
F (-0.180, -0.458, -3.632)
F (-2.142, -0.849, -2.791)
C (-0.948, -2.683, -3.688)
F (0.197, -2.833, -4.347)
F (-1.174, -3.717, -2.883)
C (-2.099, -2.654, -4.751)
F (-1.872, -3.654, -5.588)
F (-3.278, -2.842, -4.179)
F (-2.086, -1.514, -5.437)
H (-1.254, 0.663, 3.569)
H (-2.100, 2.159, 2.883)
H (-0.447, 2.180, 1.079)
H (-0.865, -0.791, 1.392)
H (2.177, -1.689, 3.249)
H (0.851, -1.082, 4.172)
H (0.146, -2.709, 1.723)
H (-1.839, -3.152, 2.911)
H (-1.091, -2.836, 4.470)
H (-1.501, -1.481, 3.442)
H (3.174, 1.568, 0.714)
H (4.614, -0.107, 0.818)
H (5.822, -2.028, 1.710)
H (4.599, -4.253, 1.780)
H (2.210, -4.346, 1.055)
H (2.978, -1.309, -3.550)
H (3.604, -2.072, -2.127)
H (4.653, -0.986, -3.125)
H (4.596, 2.101, -0.621)
H (5.115, 1.698, -2.247)
H (5.421, 0.555, -0.961)
H (1.789, 1.025, -3.902)
H (1.719, 2.327, -2.693)
H (3.164, 2.079, -3.625)
H (0.206, 0.972, -2.096)
H (0.404, 1.992, -0.747)
H (-1.889, 1.553, -2.246)
H (-1.785, 2.453, -0.797)
H (-3.484, 0.301, -1.325)
H (-2.471, -0.335, -0.092)
H (-3.231, 2.319, 0.763)
H (-3.822, 0.778, 1.341)
H (-7.045, 1.434, 0.708)
H (-6.129, 2.813, 1.366)
H (-5.777, 1.143, 1.866)
H (-7.248, 2.214, -1.357)
H (-6.589, 3.573, -2.271)
H (-6.183, 1.796, -2.701)
Fe (-6.448, 3.357, -4.204)

Results
**⟨S²⟩**: 8.793
**Kohn-Sham gap (spin up / spin down)**: 7.70 / 4.22 eV
**Net charge**: +3
**2S+1**: 6
**Relative energy (zero: lowest compared OMol25 entry of this formula, charge and spin)**: 0.00 kcal per mole

---

- The highest relative energy (zero: lowest compared OMol25 entry of this formula, charge and spin) belongs to which entry?
  C29H37N8O2Si2Sn

---

- Which formula does entry 2 have?
  C29H37N8O2Si2Sn